# 1
A structure of composition C7H32BNaO7 in a non-equilibrium geometry, computed with ωB97M-V/def2-TZVPD.

Properties
Calculated total energy, eV: -27167.2128
Lowest unoccupied orbital energy, Ha: -0.0040
HOMO-LUMO gap, Eh: 0.3147
ΔE to the lowest compared entry with this formula, charge and spin, eV: 33.461

Positions of all 48 atoms, in Å:
Na: -0.2062 -0.9962 -1.6402
B: 0.2925 -0.0902 0.0502
H: -0.3724 -0.6782 0.6637
H: 0.8594 0.6262 0.6243
H: 0.9669 -0.7259 -0.5025
H: -0.3073 0.4231 -0.6854
C: 0.2667 2.3515 -1.3863
O: 1.2826 1.5974 -0.8262
H: -0.1448 1.7396 -2.1890
H: -0.5562 2.5360 -0.6958
H: 0.6313 3.2940 -1.7948
H: 0.9325 0.7738 -0.4789
C: 0.7541 -2.6162 0.0192
O: -0.1003 -2.5622 -1.0756
H: 1.3852 -3.5047 0.0398
H: 1.3964 -1.7434 0.1367
H: 0.2034 -2.5905 0.9595
H: -0.7090 -3.2891 -0.9248
C: -2.4237 -1.3776 0.0918
O: -1.5878 -0.5615 -0.7219
H: -2.1323 -2.4279 0.1042
H: -2.6792 -1.0420 1.0969
H: -3.3902 -1.3892 -0.4120
H: -0.9090 -0.2203 -0.1350
C: -1.7497 0.8208 -2.6622
O: -1.0250 -0.3876 -2.9750
H: -2.8176 0.6458 -2.5315
H: -1.4314 1.2004 -1.6913
H: -1.6337 1.6014 -3.4140
H: -1.1233 -0.5831 -3.9098
C: 2.9934 0.3337 0.7825
O: 2.4328 -0.8406 0.1317
H: 2.3676 0.6784 1.6057
H: 3.9856 0.1186 1.1791
H: 3.0536 1.1639 0.0787
H: 1.5155 -0.6812 -0.1023
C: 0.8148 -0.1840 2.6997
O: 0.4718 -1.3514 1.9461
H: 1.1927 0.5765 2.0164
H: -0.0321 0.2866 3.1991
H: 1.5907 -0.4826 3.4046
H: 0.1033 -1.0625 1.1080
C: -0.7360 2.0668 1.6237
O: -0.9784 0.7174 1.3445
H: -0.8516 2.6442 0.7065
H: -1.5292 2.4054 2.2902
H: 0.2071 2.3170 2.1097
H: -0.2734 0.4696 0.7420

Atomic forces in eV per Å
6.71 0.69 -4.71
6.05 -5.08 -4.00
-3.65 -0.20 -3.36
1.49 0.38 2.23
-7.79 -0.07 -6.96
1.01 3.40 -1.27
0.50 -0.38 -1.37
3.59 5.07 -2.57
1.03 1.37 -0.11
0.07 0.28 -0.48
0.19 0.01 0.22
2.28 3.75 -2.61
0.71 -2.93 1.65
-0.37 -8.64 0.99
0.15 -0.19 -0.31
-0.50 -5.23 0.30
-0.25 -1.64 -0.99
-0.04 -0.15 -0.46
-1.91 -0.08 -1.35
-13.05 -2.90 2.89
0.35 0.01 0.29
0.77 0.36 0.04
-0.28 -0.12 -0.06
-4.93 -0.69 -0.53
-1.85 0.25 -0.31
-3.57 3.33 -6.86
-0.08 -0.44 -0.29
-0.98 -0.46 -1.12
0.27 -0.16 -0.22
-0.16 0.28 -0.19
0.86 -0.18 -0.80
10.33 1.26 2.69
1.54 -0.14 -0.64
-0.04 -0.32 -0.11
0.39 -0.21 0.06
6.98 2.77 3.97
-0.35 -0.89 1.07
2.26 -0.09 7.90
-0.75 -0.44 1.68
0.07 -0.50 0.48
0.07 0.12 0.04
2.81 -2.73 3.40
-1.67 0.79 0.41
-5.54 4.74 4.76
0.11 0.28 0.76
0.02 0.10 0.14
0.31 -0.31 -0.08
-3.15 5.93 5.79

***

# 2
The molecule C5H10O in a non-equilibrium geometry, computed with ωB97M-V/def2-TZVPD.

Properties
Calculated total energy, eV: -7391.1309
Lowest unoccupied orbital energy, Ha: 0.0356
SMILES string: CC[C@@]1(C)CO1
HOMO-LUMO gap, Eh: 0.3401
ΔE to the lowest compared entry with this formula, charge and spin, eV: 3.634

Positions of all 16 atoms, in Å:
C: 1.8269 0.7971 0.4615
C: 1.0682 0.0478 -0.6244
C: -0.4438 -0.1554 -0.3375
C: -0.8838 -1.5674 -0.0493
C: -1.7942 0.8345 0.2527
O: -1.1506 0.8364 -0.9703
H: 1.8123 0.2205 1.3910
H: 1.3497 1.7662 0.6408
H: 2.8722 0.9745 0.1844
H: 1.5636 -0.9188 -0.8305
H: 1.1312 0.6212 -1.5674
H: -1.9567 -1.6350 -0.2256
H: -0.3239 -2.3416 -0.5903
H: -0.7320 -1.7591 1.0260
H: -1.4463 1.3545 1.1350
H: -2.8930 0.9246 0.1039

Atomic forces in eV per Å
0.02 0.08 0.15
-0.24 0.06 0.34
-0.20 0.08 0.25
-0.22 -0.11 -0.28
0.52 0.10 0.20
-0.12 0.06 -0.77
0.05 0.15 -0.02
0.13 -0.10 0.07
-0.19 -0.04 0.03
-0.40 0.20 0.28
-0.26 -0.16 0.35
-0.02 -0.28 -0.07
-0.13 0.14 -0.15
-0.03 0.05 -0.38
0.48 0.85 -0.51
0.60 -1.09 0.51

***

# 3
The molecule CH2ClFP2 in a non-equilibrium geometry, computed with ωB97M-V/def2-TZVPD.

Properties
Calculated total energy, eV: -34885.4746
Lowest unoccupied orbital energy, Ha: -0.0081
SMILES string: FP1#[PH][C@H]1Cl
HOMO-LUMO gap, Eh: 0.3394
ΔE to the lowest compared entry with this formula, charge and spin, eV: 1.097

Positions of all 7 atoms, in Å:
F: 0.0240 0.8224 -1.9726
P: -1.1536 0.2087 -1.0032
P: -0.6172 0.7380 1.1324
C: 0.0251 -0.7545 -0.0011
Cl: 0.1238 -2.3804 0.6495
H: 0.5534 1.8424 1.5043
H: 1.0445 -0.4768 -0.3094

Atomic forces in eV per Å
-0.85 -0.07 0.28
1.29 0.33 -0.03
1.03 0.16 0.07
1.22 1.77 1.56
-0.62 -0.01 -0.20
-1.55 -2.03 -1.47
-0.52 -0.15 -0.21

***

# 4
The molecule C4H6O in a non-equilibrium geometry, computed with ωB97M-V/def2-TZVPD.

Properties
Calculated total energy, eV: -6290.5813
Lowest unoccupied orbital energy, Ha: 0.0315
SMILES string: O=C1CCC1
HOMO-LUMO gap, Eh: 0.3884
ΔE to the lowest compared entry with this formula, charge and spin, eV: 1.337

Positions of all 11 atoms, in Å:
O: 0.2265 -0.9921 -2.1108
C: 0.1835 -0.4422 -1.0579
C: 0.9910 -0.4727 0.2618
C: -0.2841 0.2028 0.9223
C: -0.7778 0.5423 -0.5102
H: 1.4928 -1.5065 0.6854
H: 1.8908 0.2786 0.2033
H: -1.1615 -0.6200 1.3439
H: -0.1149 1.0438 1.7978
H: -1.8591 0.3299 -0.7087
H: -0.5872 1.6360 -0.8269

Atomic forces in eV per Å
0.26 -0.52 -0.31
0.92 0.16 0.17
2.07 -1.21 1.28
-1.54 -0.78 2.65
-1.74 2.55 0.33
-1.55 2.53 -1.12
-1.77 -1.21 0.02
2.96 2.15 -0.85
-0.48 -2.12 -2.55
0.92 0.20 0.05
-0.06 -1.73 0.32

***

# 5
A structure of composition C47H40BCl2N12O2PS4Sr in a non-equilibrium geometry, computed with ωB97M-V/def2-TZVPD.

Properties
Calculated total energy, eV: -150555.0113
Lowest unoccupied orbital energy, Ha: -0.0365
HOMO-LUMO gap, Eh: 0.2136
ΔE to the lowest compared entry with this formula, charge and spin, eV: 0.576

Positions of all 110 atoms, in Å:
Sr: -0.4889 -0.0468 0.2292
N: 3.0279 3.0484 2.5285
C: 2.5208 3.5352 3.7579
C: 2.9860 4.7371 4.2582
C: 2.5069 5.2283 5.4670
C: 1.5474 4.5180 6.1677
C: 1.0695 3.3175 5.6522
C: 1.5608 2.8151 4.4594
S: 0.9476 1.2827 3.8501
N: 1.5111 1.2565 2.2538
C: 2.4079 2.0347 1.8248
C: 2.9258 1.8131 0.4331
C: 4.2365 2.1124 0.0955
C: 4.6623 1.8759 -1.2028
C: 3.7635 1.3654 -2.1192
C: 2.4764 1.0881 -1.6869
N: 2.0625 1.2930 -0.4354
H: 3.5349 3.7199 1.9770
H: 3.7336 5.2928 3.7007
H: 2.8843 6.1674 5.8505
H: 1.1624 4.8932 7.1069
H: 0.3014 2.7640 6.1825
H: 4.9246 2.4859 0.8425
H: 5.6867 2.0818 -1.4862
H: 4.0470 1.1693 -3.1453
H: 1.7400 0.6803 -2.3733
O: -7.0959 -0.3344 -3.7903
N: -6.1256 -0.7526 -4.3879
O: -6.1222 -1.0859 -5.5519
C: -4.8586 -0.9282 -3.6188
C: -4.0574 -1.9082 -4.0463
C: -2.8165 -2.1745 -3.3863
C: -1.9733 -3.2288 -3.7887
C: -0.7818 -3.4041 -3.1564
C: -0.4242 -2.4908 -2.1539
N: -1.1996 -1.5068 -1.7376
C: -2.4213 -1.3764 -2.3221
C: -3.3318 -0.3506 -1.8245
N: -2.9478 0.3269 -0.7090
C: -3.7472 1.2558 -0.2245
C: -4.9645 1.5905 -0.8251
C: -5.3675 0.9162 -1.9405
C: -4.5536 -0.1094 -2.4678
H: -4.3514 -2.5011 -4.9019
H: -2.2900 -3.8913 -4.5864
H: -0.1164 -4.2207 -3.3965
H: 0.5579 -2.5661 -1.7010
H: -3.4237 1.7639 0.6772
H: -5.5760 2.3723 -0.3953
H: -6.3100 1.1496 -2.4071
Cl: 1.7482 -1.8891 2.4972
C: 2.5352 -2.8719 1.2670
Cl: 2.7895 -1.9176 -0.2401
H: 1.8768 -3.7010 1.0307
H: 3.5086 -3.1729 1.6284
B: -2.0909 2.6570 2.7697
N: -1.4384 3.1002 1.3920
C: -1.4594 4.3841 1.0079
C: -0.8252 4.5021 -0.2144
C: -0.4317 3.1967 -0.5143
N: -0.7994 2.3522 0.4584
N: -2.1675 1.1007 3.0215
C: -2.8341 0.5987 4.0693
C: -2.6121 -0.7629 4.1445
C: -1.7727 -1.0297 3.0632
N: -1.5006 0.0990 2.3904
H: -3.2439 3.0650 2.7576
H: -1.4602 3.1806 3.6684
H: -1.9258 5.1267 1.6372
H: -0.6754 5.3962 -0.7976
H: 0.0908 2.8361 -1.3896
H: -3.4212 1.2526 4.6960
H: -3.0143 -1.4594 4.8618
H: -1.3518 -1.9697 2.7270
S: -0.6203 0.8949 -3.7842
C: 0.3526 1.9710 -4.5965
N: 0.3968 1.9506 -5.9748
C: 1.1190 2.7973 -6.7314
C: 1.8837 3.7366 -6.1304
C: 1.8541 3.7293 -4.7195
N: 1.1467 2.9135 -3.9826
H: -0.1858 1.2450 -6.4053
H: 1.0438 2.6714 -7.8023
H: 2.4767 4.4373 -6.6966
H: 2.4600 4.4488 -4.1743
S: -1.8521 -6.8522 0.4398
P: -1.7035 -5.1794 1.4563
S: -0.7181 -3.6384 0.5977
C: -3.3561 -4.5730 1.9522
C: -4.1836 -5.4119 2.7042
C: -5.4394 -4.9855 3.1074
C: -5.8894 -3.7142 2.7587
C: -5.0783 -2.8785 2.0089
C: -3.8134 -3.3076 1.6102
C: -0.9008 -5.4609 3.0745
C: -1.0971 -4.5685 4.1283
C: -0.4167 -4.7279 5.3275
C: 0.4696 -5.7882 5.4840
C: 0.6603 -6.6882 4.4440
C: -0.0273 -6.5288 3.2445
H: -3.8405 -6.4082 2.9593
H: -6.0729 -5.6438 3.6896
H: -6.8699 -3.3799 3.0752
H: -5.4213 -1.8858 1.7395
H: -3.1655 -2.6588 1.0328
H: -1.7947 -3.7463 4.0131
H: -0.5773 -4.0275 6.1392
H: 1.0006 -5.9168 6.4195
H: 1.3408 -7.5227 4.5673
H: 0.0994 -7.2319 2.4294

Atomic forces in eV per Å
1.39 -0.50 -0.03
0.08 -0.08 0.19
0.06 0.01 -0.18
0.02 0.09 0.02
-0.01 0.01 0.02
0.02 -0.04 -0.04
-0.05 0.05 0.07
0.01 0.09 0.05
0.19 -0.09 -0.09
-0.45 -0.33 0.04
0.30 0.20 -0.23
-0.33 0.08 0.28
0.15 0.04 -0.02
0.08 0.03 0.04
0.00 -0.02 -0.04
-0.05 -0.03 0.18
-0.12 -0.31 -0.49
-0.04 0.03 0.01
-0.03 -0.02 0.02
-0.01 -0.02 -0.01
0.01 -0.01 -0.02
0.03 0.03 -0.04
-0.01 -0.01 -0.02
-0.01 0.00 0.01
-0.01 0.01 0.03
0.02 0.02 0.04
-0.06 0.08 -0.02
0.28 -0.20 0.41
0.04 0.05 -0.13
-0.55 0.49 -0.01
0.37 -0.39 -0.09
-0.23 -0.21 -0.27
-0.13 -0.05 -0.12
0.10 0.02 0.05
0.04 0.19 -0.06
-0.47 -0.35 -0.75
0.25 0.32 0.43
0.38 -0.01 0.36
-0.17 -0.13 -0.40
0.11 -0.12 0.01
0.00 0.08 0.12
-0.09 -0.08 -0.19
-0.15 -0.02 -0.08
0.03 0.00 0.01
0.00 0.03 0.02
0.00 0.03 -0.02
-0.09 -0.02 0.05
0.01 -0.02 -0.05
0.02 -0.02 -0.01
0.00 0.00 0.00
0.12 -0.07 0.03
-0.07 0.15 -0.04
-0.06 -0.21 0.23
-0.04 -0.01 -0.07
0.06 -0.01 -0.02
-0.03 -0.02 -0.03
0.03 -0.21 -0.02
-0.05 -0.03 0.11
0.06 -0.05 -0.04
-0.08 0.01 0.09
-0.36 1.16 0.17
0.09 -0.09 -0.26
-0.01 0.14 0.00
0.05 -0.11 -0.03
0.01 0.26 0.06
-0.70 0.20 0.99
0.16 -0.06 -0.01
-0.05 -0.09 -0.12
0.02 -0.04 -0.04
-0.01 -0.06 0.03
-0.05 0.01 0.04
0.02 -0.04 -0.02
0.01 0.03 -0.04
-0.04 0.09 -0.01
0.20 0.17 -0.12
0.18 0.31 0.26
-0.23 -0.24 -0.08
-0.04 -0.06 -0.17
0.06 0.06 -0.01
0.01 0.02 0.25
-0.17 -0.19 -0.15
0.01 0.02 -0.03
-0.02 -0.02 0.00
-0.01 -0.01 0.04
-0.02 -0.02 0.01
0.02 0.02 -0.01
0.00 0.07 -0.08
-0.01 -0.02 0.00
-0.17 0.07 0.11
-0.01 0.00 -0.04
0.07 0.04 -0.05
0.04 -0.04 0.01
0.10 -0.04 -0.04
-0.09 0.01 0.01
0.06 0.01 0.16
0.03 0.01 0.03
0.00 -0.05 -0.08
-0.03 0.01 -0.04
-0.05 0.04 -0.05
0.05 0.03 0.06
0.01 0.01 0.00
0.03 0.01 -0.01
0.00 -0.01 -0.01
0.03 -0.02 0.00
-0.04 0.00 -0.01
0.02 -0.02 0.01
0.00 -0.02 -0.04
0.00 0.00 -0.02
-0.02 0.02 -0.01
0.00 0.00 0.02

***

# 6
A cluster of 10 separate species, C20H40Cl20 in total in a non-equilibrium geometry, computed with ωB97M-V/def2-TZVPD.

Properties
Calculated total energy, eV: -271837.5424
Lowest unoccupied orbital energy, Ha: -0.0015
SMILES string: ClCCCl.ClCCCl.ClCCCl.ClCCCl.ClCCCl.ClCCCl.ClCCCl.ClCCCl.ClCCCl.ClCCCl
HOMO-LUMO gap, Eh: 0.3853
ΔE to the lowest compared entry with this formula, charge and spin, eV: 3.012

Positions of all 80 atoms, in Å:
Cl: -0.7928 -15.4773 21.3661
C: 0.2475 -16.9181 21.6652
C: 0.7781 -17.4783 20.3288
Cl: 1.9868 -16.3342 19.6198
H: -0.3516 -17.5756 22.2952
H: 1.1027 -16.5954 22.2591
H: -0.0655 -17.4972 19.6388
H: 1.2288 -18.4700 20.3666
Cl: 8.0659 -19.3823 23.3800
C: 7.7996 -18.9286 21.7384
C: 6.3261 -18.4204 21.4961
Cl: 6.1501 -16.8428 22.4249
H: 7.8472 -19.7930 21.0761
H: 8.5792 -18.1882 21.5592
H: 5.5600 -19.0150 21.9936
H: 6.0684 -18.3112 20.4426
Cl: 5.1373 -4.5491 15.8624
C: 4.9580 -5.9136 16.9899
C: 4.4635 -7.1518 16.3598
Cl: 5.6402 -7.8415 15.2306
H: 4.2298 -5.7577 17.7859
H: 5.8959 -6.1326 17.5003
H: 3.5204 -7.0644 15.8204
H: 4.2484 -7.9193 17.1033
Cl: 6.5646 -12.7214 8.2628
C: 7.7997 -13.1868 9.5067
C: 7.1250 -13.4738 10.8356
Cl: 5.6233 -14.5600 10.6456
H: 8.6415 -12.4946 9.4890
H: 8.1657 -14.0983 9.0341
H: 6.7623 -12.5562 11.2989
H: 7.8696 -13.9547 11.4699
Cl: 9.6521 -13.1433 21.4226
C: 9.1237 -12.0071 22.7420
C: 8.1074 -10.9692 22.2265
Cl: 8.8018 -9.8443 20.9816
H: 9.9393 -11.3490 23.0415
H: 8.7673 -12.5497 23.6176
H: 7.7596 -10.2884 23.0034
H: 7.2607 -11.4391 21.7260
Cl: 14.8209 -9.0059 15.7312
C: 13.1755 -8.7466 15.1358
C: 12.0788 -8.3929 16.1288
Cl: 12.5963 -7.0775 17.2456
H: 13.0051 -9.6272 14.5164
H: 13.3406 -7.8827 14.4920
H: 11.8946 -9.2545 16.7706
H: 11.1501 -8.1055 15.6358
Cl: 14.1189 -12.4332 20.1969
C: 13.9353 -13.2102 18.6786
C: 13.9736 -14.7194 18.8478
Cl: 15.6622 -15.3066 18.9955
H: 14.7676 -12.9589 18.0213
H: 13.0109 -12.9838 18.1472
H: 13.5815 -15.1855 17.9438
H: 13.4139 -14.9946 19.7418
Cl: 6.2196 -19.4244 13.4742
C: 7.2480 -20.5378 14.4075
C: 6.6567 -21.9704 14.3827
Cl: 7.3859 -23.0421 15.5546
H: 7.2184 -20.1255 15.4161
H: 8.2671 -20.6295 14.0318
H: 6.6292 -22.4207 13.3904
H: 5.5936 -22.0344 14.6148
Cl: 9.0583 -12.8368 15.9205
C: 7.4885 -12.9670 16.8235
C: 6.7772 -14.2929 16.6546
Cl: 7.5862 -15.6486 17.3879
H: 6.7838 -12.2296 16.4391
H: 7.6042 -12.6088 17.8465
H: 6.5858 -14.5524 15.6134
H: 5.7845 -14.2477 17.1024
Cl: 12.3587 -14.0034 11.6448
C: 12.5742 -15.5750 12.5090
C: 12.5670 -16.8182 11.5980
Cl: 10.9472 -17.0907 11.0048
H: 11.8164 -15.5302 13.2912
H: 13.4885 -15.4038 13.0772
H: 12.8982 -17.6797 12.1779
H: 13.1345 -16.6690 10.6794

Atomic forces in eV per Å
0.26 -0.26 0.06
0.70 0.23 -0.14
-0.85 0.59 0.11
-0.26 -0.44 0.24
0.08 -0.34 -0.51
-0.14 0.15 0.03
0.20 -0.13 -0.13
0.03 0.21 0.35
0.04 -0.65 1.26
-1.91 0.35 -1.34
1.06 0.81 1.47
-0.09 -0.30 -0.78
0.65 -0.09 0.14
-0.46 0.02 -0.67
0.44 -0.46 -0.21
0.26 0.36 0.12
-0.12 -0.22 0.41
-0.08 -0.21 0.91
-0.67 -1.19 -0.75
0.27 -0.26 -0.32
-0.05 0.95 -0.08
0.17 0.34 -0.29
0.15 0.48 -0.12
0.35 0.10 0.25
0.37 0.64 0.16
-0.83 -1.15 -1.31
-0.32 0.07 -0.32
1.45 0.66 0.35
-0.42 0.31 0.46
0.18 -0.16 0.52
-0.01 -0.18 -0.01
-0.37 -0.20 0.17
-0.31 0.60 0.88
-0.05 1.44 -0.70
-0.23 -0.41 -0.58
0.05 -0.44 0.31
0.58 -0.70 0.00
-0.13 -0.15 -0.35
0.08 -0.39 0.19
0.01 0.02 0.20
0.28 -0.28 0.83
0.22 1.06 -1.01
0.72 -0.85 0.75
-0.25 -0.15 -0.43
-0.66 0.15 0.19
-0.39 -0.12 -0.25
-0.18 0.10 0.02
0.25 0.07 -0.08
-0.03 0.92 1.02
0.33 -1.39 -1.51
0.07 0.12 -0.21
-0.16 -0.03 0.19
-0.08 0.35 0.07
-0.14 0.44 0.43
-0.11 -0.10 0.21
0.09 -0.28 -0.20
0.24 -0.15 -0.33
-0.54 -1.24 0.49
-1.50 0.60 -0.57
0.75 -0.34 0.32
0.30 -0.30 -0.05
-0.11 0.59 -0.11
0.87 0.08 -0.08
-0.02 0.77 0.32
-0.79 -0.11 0.49
-0.60 0.51 -0.33
-0.46 0.35 -0.25
0.61 -0.76 0.45
0.28 0.15 -0.60
0.54 -0.69 0.11
0.36 0.24 -0.08
0.08 0.29 0.22
-0.06 -0.36 -0.23
0.33 0.67 0.33
0.21 1.25 0.61
-1.06 -0.39 -0.18
-0.34 -0.64 -0.38
0.36 -0.53 -0.42
0.03 0.02 -0.20
0.48 0.01 0.49